Entry 1:
26
Properties=species:S:1:pos:R:3 method="wB97M-V/def2-TZVPD" homo_ev=-3.02 total_charge=-1 gap_ha=0.2159
C -2.02 2.62 2.42
C -1.84 1.29 1.89
In -0.51 0.69 0.17
C 0.74 2.36 -0.70
C 2.19 2.32 0.00
O 2.40 3.00 1.05
C 0.92 -0.89 0.94
C 0.79 -2.35 0.25
C -0.38 -2.49 -0.83
C 0.01 -1.88 -2.27
O 1.04 -1.18 -2.45
O -0.89 -2.13 -3.34
H -1.28 3.10 3.16
H -2.94 3.24 2.15
H -2.43 0.44 2.41
H -1.62 0.10 -1.15
H 0.28 3.39 -0.68
H 0.95 2.06 -1.80
H 3.07 1.69 -0.44
H 0.80 -0.99 2.08
H 2.01 -0.54 0.79
H 1.78 -2.55 -0.32
H 0.61 -3.10 1.10
H -0.54 -3.63 -1.02
H -1.40 -2.11 -0.47
H -1.73 -2.45 -2.93

=====

Entry 2:
56
Properties=species:S:1:pos:R:3 method="wB97M-V/def2-TZVPD" homo_ev=-6.16 gap_ha=0.1762
C -3.76 1.81 -3.61
C -2.35 2.22 -3.35
O -1.73 1.15 -2.59
C -0.46 1.50 -2.28
C 0.37 0.39 -1.72
C 1.73 0.40 -2.30
C 2.46 1.60 -2.44
C 3.78 1.56 -2.90
Cl 4.59 3.04 -3.20
C 4.42 0.34 -3.15
C 3.70 -0.85 -3.01
C 2.36 -0.82 -2.62
O -0.10 2.66 -2.47
H -4.27 2.61 -4.15
H -3.80 0.91 -4.22
H -4.31 1.62 -2.68
H -1.78 2.31 -4.28
H -2.29 3.16 -2.79
H -0.11 -0.58 -1.88
H 1.99 2.55 -2.25
H 5.45 0.33 -3.48
H 4.17 -1.82 -3.21
H 1.78 -1.74 -2.49
C 4.23 -3.33 4.49
O 4.41 -2.78 3.16
C 3.39 -2.06 2.63
C 3.53 -1.67 1.28
C 2.53 -1.00 0.64
C 1.28 -0.69 1.27
C 0.19 -0.13 0.55
C -1.15 -0.23 0.99
C -2.15 0.67 0.51
C -3.40 0.69 1.10
C -3.71 -0.21 2.14
O -4.96 -0.05 2.66
C -5.60 1.05 1.91
C -4.60 1.56 0.86
C -2.79 -1.18 2.56
C -1.57 -1.24 1.94
C 1.23 -0.96 2.68
C 2.23 -1.66 3.34
H 5.15 -3.89 4.67
H 4.12 -2.54 5.24
H 3.36 -4.01 4.53
H 4.46 -1.94 0.76
H 2.68 -0.74 -0.40
H 0.42 0.56 -0.38
H -1.93 1.38 -0.28
H -6.51 0.64 1.45
H -5.87 1.83 2.64
H -4.37 2.62 1.02
H -4.99 1.43 -0.15
H -3.07 -1.86 3.37
H -0.89 -2.05 2.19
H 0.37 -0.64 3.26
H 2.12 -1.92 4.39

=====

Entry 3:
12
Properties=species:S:1:pos:R:3 method="wB97M-V/def2-TZVPD" homo_ev="-8.07 / -7.98" gap_ha="0.2972 / 0.2938"
C 0.53 0.64 0.67
C -0.09 0.81 -0.70
C 0.72 -0.90 0.74
C -0.90 -0.40 -0.90
Br 2.17 -1.77 -0.02
I -2.75 -0.70 0.09
H 1.35 1.38 1.02
H -0.27 0.77 1.54
H -0.91 1.65 -0.78
H 0.64 0.90 -1.44
H 0.38 -1.39 1.65
H -0.85 -0.99 -1.88

=====

Entry 4:
56
Properties=species:S:1:pos:R:3 method="wB97M-V/def2-TZVPD" homo_ev=-8.34 smiles="NC(=O)C[C@H](NC(=O)Cc1ccc(Cl)cc1)c1ccc(NC2CCCC2)c([N+](=O)[O-])c1" gap_ha=0.2843
N -5.71 -1.08 0.37
C -5.14 -2.16 -0.18
O -5.79 -3.11 -0.57
C -3.62 -2.20 -0.29
C -2.86 -0.96 0.18
N -3.03 0.16 -0.75
C -3.54 1.35 -0.36
O -4.29 1.47 0.58
C -3.03 2.52 -1.20
C -1.54 2.53 -1.01
C -1.00 2.95 0.19
C 0.36 2.83 0.44
C 1.18 2.26 -0.52
Cl 2.86 2.07 -0.20
C 0.66 1.85 -1.74
C -0.70 1.98 -1.98
C -1.37 -1.15 0.31
C -0.62 -1.89 -0.62
C 0.74 -1.95 -0.55
C 1.48 -1.29 0.46
N 2.81 -1.38 0.54
C 3.68 -2.04 -0.41
C 5.10 -2.16 0.18
C 6.04 -1.68 -0.92
C 5.23 -0.61 -1.64
C 3.84 -1.23 -1.72
C 0.72 -0.53 1.38
N 1.31 0.24 2.41
O 0.61 1.00 3.05
O 2.52 0.13 2.62
C -0.68 -0.47 1.29
H -5.23 -0.22 0.60
H -6.72 -1.07 0.42
H -3.39 -2.41 -1.33
H -3.29 -3.06 0.30
H -3.25 -0.63 1.15
H -2.40 0.15 -1.54
H -3.30 2.38 -2.25
H -3.49 3.44 -0.82
H -1.64 3.37 0.95
H 0.77 3.15 1.39
H 1.31 1.43 -2.49
H -1.09 1.67 -2.93
H -1.13 -2.41 -1.42
H 1.28 -2.52 -1.29
H 3.24 -0.82 1.26
H 3.27 -3.03 -0.61
H 5.19 -1.50 1.05
H 5.32 -3.17 0.51
H 6.26 -2.50 -1.61
H 6.98 -1.31 -0.53
H 5.63 -0.36 -2.62
H 5.20 0.30 -1.03
H 3.05 -0.49 -1.81
H 3.78 -1.91 -2.58
H -1.20 0.13 2.02

=====

Entry 5:
26
Properties=species:S:1:pos:R:3 method="wB97M-V/def2-TZVPD" homo_ev=-11.77 total_charge=+1 gap_ha=0.2913
C 3.64 0.39 -0.33
C 3.13 1.60 -0.72
C 1.52 -0.25 0.43
C 0.95 1.00 0.21
C 2.86 -0.67 0.16
C -1.43 -0.16 0.33
C -3.59 0.29 1.13
C -3.16 -0.17 -1.39
C -2.64 0.45 -0.04
N -0.71 -1.06 0.74
N 0.57 -1.16 0.90
N 1.79 1.80 -0.37
N 3.39 -1.91 0.22
H 4.64 0.13 -0.43
H 3.71 2.45 -1.13
H -3.93 -0.82 1.05
H -4.49 0.95 1.28
H -3.28 0.37 2.13
H -2.42 0.23 -2.10
H -4.14 0.24 -1.41
H -3.07 -1.21 -1.13
H -2.45 1.49 -0.25
H 0.75 -2.13 1.26
H 1.48 2.80 -0.67
H 4.19 -2.03 -0.30
H 2.70 -2.63 0.45

=====

Entry 6:
96
Properties=species:S:1:pos:R:3 method="wB97M-V/def2-TZVPD" homo_ev=-13.18 total_charge=+2 gap_ha=0.3167
Zn -0.21 0.12 -0.36
O 1.72 -0.22 0.29
S 3.22 -0.47 0.25
C 3.78 0.11 -1.33
C 3.04 -0.47 -2.54
C 3.06 0.53 -3.71
C 2.18 1.77 -3.52
S 0.41 1.54 -3.50
O 0.09 0.59 -2.35
C 0.18 0.57 -4.94
C 0.13 -0.81 -4.84
C -0.02 -1.55 -6.01
C -0.12 -0.90 -7.24
C -0.08 0.49 -7.32
C 0.07 1.24 -6.16
C 3.35 -2.22 0.05
C 4.56 -2.80 -0.30
C 4.63 -4.18 -0.37
C 3.50 -4.96 -0.08
C 2.31 -4.35 0.28
C 2.22 -2.97 0.35
H 4.86 -0.05 -1.36
H 3.62 1.19 -1.22
H 2.01 -0.71 -2.28
H 3.51 -1.40 -2.85
H 2.80 0.02 -4.63
H 4.08 0.91 -3.85
H 2.32 2.49 -4.33
H 2.37 2.30 -2.59
H 0.22 -1.30 -3.87
H -0.06 -2.63 -5.97
H -0.24 -1.48 -8.15
H -0.17 0.99 -8.27
H 0.08 2.32 -6.21
H 5.45 -2.21 -0.50
H 5.56 -4.66 -0.64
H 3.56 -6.04 -0.14
H 1.44 -4.95 0.51
H 1.30 -2.48 0.64
N -2.53 0.37 -1.01
N -2.89 -0.70 -1.83
C -2.21 -1.86 -1.83
N -2.73 -2.81 -2.61
S -0.79 -2.17 -0.96
H -3.26 0.53 -0.33
H -2.42 1.20 -1.58
H -3.71 -0.59 -2.41
H -3.60 -2.70 -3.11
H -2.29 -3.71 -2.64
F 2.87 0.37 6.89
C 2.00 0.33 5.87
C 0.67 0.06 6.14
C -0.22 0.01 5.08
C 0.23 0.22 3.78
C 1.58 0.49 3.54
C 2.48 0.54 4.60
Sb -1.12 0.12 2.19
C -2.55 1.57 2.78
C -2.19 2.55 3.71
C -3.09 3.55 4.07
C -4.34 3.56 3.48
F -5.20 4.52 3.82
C -4.73 2.62 2.55
C -3.82 1.62 2.21
C -2.09 -1.69 2.67
C -3.46 -1.88 2.51
C -4.05 -3.10 2.83
C -3.25 -4.12 3.30
F -3.81 -5.29 3.62
C -1.88 -3.97 3.47
C -1.31 -2.74 3.15
H 0.36 -0.11 7.17
H -1.27 -0.21 5.28
H 1.94 0.64 2.53
H 3.54 0.74 4.44
H -1.22 2.54 4.19
H -2.84 4.31 4.80
H -5.72 2.66 2.13
H -4.14 0.88 1.49
H -4.11 -1.09 2.16
H -5.12 -3.27 2.73
H -1.30 -4.79 3.85
H -0.24 -2.62 3.30
C 1.14 4.47 0.04
C -0.37 4.74 -0.19
C -1.02 3.40 0.08
O 0.00 2.43 -0.22
C 1.23 2.97 0.30
H 1.54 5.04 0.88
H 1.72 4.75 -0.84
H -0.56 5.07 -1.21
H -0.76 5.51 0.48
H -1.88 3.19 -0.55
H -1.33 3.29 1.13
H 2.05 2.48 -0.22
H 1.31 2.74 1.36